No. 1
{
  "formula": "C10H20InN2PS",
  "method": "the ωB97M-V functional and the def2-TZVPD basis",
  "energy_ha": -1432.0102,
  "homo_ev": -4.984,
  "homo_lumo_gap_ev": 5.23,
  "symbols": ["C", "C", "C", "C", "C", "In", "P", "H", "H", "H", "H", "H", "H", "H", "H", "C", "N", "C", "C", "S", "N", "C", "C", "H", "H", "H", "H", "H", "H", "H", "H", "H", "H", "H", "H"],
  "coordinates": [[1.5929, -0.4494, -1.7215], [2.2573, 0.3790, -0.7549], [2.3918, -0.3808, 0.4561], [1.7345, -1.6372, 0.2619], [1.2607, -1.6896, -1.0824], [-0.3105, 0.0617, 0.2667], [-2.2668, 0.6234, -1.2059], [1.4886, -0.2268, -2.7746], [2.7179, 1.3333, -0.9454], [2.9983, -0.1020, 1.3114], [0.8758, -2.5767, -1.5856], [1.7430, -2.4638, 0.9737], [-2.8096, -0.5530, -1.8199], [-1.9414, 1.5092, -2.2863], [-3.3621, 1.2338, -0.5235], [-1.9069, -1.3672, 3.0695], [-2.1787, 0.0580, 3.2902], [-3.5263, 0.4100, 3.7149], [-1.1977, 0.9445, 3.0491], [0.3895, 0.3204, 2.6489], [-1.4279, 2.2709, 2.8920], [-2.3110, 3.0746, 3.7277], [-0.4153, 3.0600, 2.1720], [-2.8010, -1.9233, 3.3652], [-1.0422, -1.6733, 3.6741], [-1.7014, -1.5809, 2.0036], [-3.5131, 0.7528, 4.7597], [-3.9950, 1.1440, 3.0429], [-4.1261, -0.5056, 3.6810], [-1.6986, 3.8142, 4.2604], [-3.0185, 3.6144, 3.0841], [-2.8543, 2.4815, 4.4595], [0.5847, 2.8541, 2.5850], [-0.4115, 2.8271, 1.0930], [-0.6613, 4.1194, 2.3011]],
  "nbo_charge": [-0.36, -0.33, -0.35, -0.35, -0.35, 0.46, -0.03, 0.22, 0.22, 0.23, 0.22, 0.23, 0.04, 0.03, 0.03, -0.40, -0.44, -0.41, 0.37, -0.28, -0.46, -0.41, -0.41, 0.20, 0.23, 0.22, 0.20, 0.21, 0.22, 0.20, 0.20, 0.21, 0.24, 0.21, 0.20]
}

No. 2
{
  "formula": "C10H20N2O4",
  "method": "the ωB97M-V functional and the def2-TZVPD basis",
  "energy_ha": -803.5021,
  "smiles": "CC(C)C[C@H](N)C(=O)N[C@H](C(=O)O)[C@@H](C)O",
  "homo_ev": -9.903,
  "homo_lumo_gap_ev": 10.41,
  "de_lowest_ev": 2.0182,
  "symbols": ["C", "C", "C", "C", "C", "C", "C", "C", "C", "C", "H", "H", "H", "H", "H", "H", "H", "H", "H", "H", "H", "H", "H", "H", "H", "H", "H", "H", "H", "H", "N", "N", "O", "O", "O", "O"],
  "coordinates": [[-1.3641, -0.7469, -0.4502], [-0.5584, -0.7774, 0.9048], [-2.8673, -0.9653, -0.2583], [-3.6902, 0.3176, -0.2083], [-3.4653, 1.2977, -1.3785], [-3.3656, 1.1461, 1.0799], [1.6917, 0.1898, -0.0481], [2.6462, -0.9799, -0.1393], [2.2657, 1.5792, 0.3164], [3.3786, 1.8953, -0.6584], [-0.6433, -2.6891, -0.7138], [-1.0163, -1.7889, -2.1172], [-1.1753, 0.2670, -0.8972], [-2.9990, -1.6111, 0.6813], [-3.1175, -1.6495, -1.1091], [-4.7579, 0.0218, -0.1709], [-2.4772, 1.6679, -1.3604], [-4.0448, 2.2030, -1.2679], [-3.7045, 0.9774, -2.4016], [-3.5777, 0.4392, 1.9201], [-4.1043, 2.0411, 1.2186], [-2.3298, 1.3674, 1.1756], [1.1296, -0.6171, 1.8517], [1.0036, 0.3919, -0.8688], [2.5605, 1.4827, 1.3085], [0.4846, 2.1990, 0.6324], [3.7060, 2.8978, -0.4544], [3.1147, 1.8837, -1.7207], [4.2111, 1.1723, -0.5820], [1.2569, -1.4469, -1.2865], [-0.5390, -1.7455, -1.1772], [0.6765, -0.2499, 0.9998], [-1.0433, -1.2907, 1.9049], [3.6033, -1.1288, 0.5717], [1.2159, 2.5716, 0.1457], [2.1603, -1.7745, -1.0667]],
  "nbo_charge": [-0.14, 0.67, -0.42, -0.22, -0.62, -0.61, -0.18, 0.78, 0.10, -0.64, 0.39, 0.38, 0.21, 0.25, 0.21, 0.21, 0.19, 0.22, 0.21, 0.22, 0.22, 0.20, 0.41, 0.22, 0.18, 0.47, 0.23, 0.22, 0.23, 0.52, -0.86, -0.63, -0.62, -0.57, -0.71, -0.69]
}

No. 3
{
  "formula": "C10H20N5",
  "method": "the ωB97M-V functional and the def2-TZVPD basis",
  "charge": 1,
  "energy_ha": -666.4787,
  "homo_ev": -12.535,
  "homo_lumo_gap_ev": 9.40,
  "de_lowest_ev": 3.7307,
  "symbols": ["C", "C", "C", "C", "C", "C", "C", "C", "C", "C", "N", "N", "N", "N", "N", "H", "H", "H", "H", "H", "H", "H", "H", "H", "H", "H", "H", "H", "H", "H", "H", "H", "H", "H", "H"],
  "coordinates": [[-2.3710, -0.0035, 0.2215], [-1.3125, -2.0292, 0.1416], [0.6982, 1.2021, 2.4693], [0.1013, -1.3387, -0.1404], [-0.1669, 0.0921, -0.4153], [-1.6691, -3.4415, -0.2693], [1.2905, 1.5755, 3.7598], [1.0244, -2.0965, -1.0070], [0.4103, 2.3309, -3.0535], [0.6364, 2.0934, -1.6049], [-2.4808, -1.2281, 0.3205], [0.8394, 1.7049, 1.3050], [-1.2859, 0.7239, -0.0814], [-0.3015, -1.8695, 1.1190], [0.6960, 0.6923, -1.2545], [-3.2217, 0.5745, 0.4327], [-0.0169, 0.3545, 2.6891], [-0.9803, -3.7756, -1.0689], [-2.6540, -3.3118, -0.7830], [-1.6214, -4.0808, 0.6623], [0.5299, 2.0483, 4.4606], [1.4842, 0.6194, 4.3830], [2.1737, 2.0938, 3.5920], [1.6840, -1.4589, -1.5305], [0.3726, -2.4874, -1.7924], [1.5662, -2.8633, -0.3996], [0.2755, 3.4717, -3.3829], [1.3113, 1.8696, -3.6577], [-0.5071, 1.8025, -3.4730], [1.6109, 2.5771, -1.4660], [-0.1480, 2.6711, -0.9919], [-1.2552, 1.6656, -0.0441], [0.1368, -2.8558, 1.1656], [1.6058, 2.3718, 1.2109], [1.5453, 0.3058, -1.5167]],
  "nbo_charge": [0.28, 0.27, 0.20, 0.00, 0.64, -0.65, -0.70, -0.62, -0.63, -0.24, -0.40, -0.73, -0.57, -0.55, -0.52, 0.20, 0.18, 0.22, 0.26, 0.24, 0.26, 0.24, 0.22, 0.21, 0.24, 0.24, 0.25, 0.22, 0.22, 0.23, 0.20, 0.44, 0.38, 0.35, 0.41]
}

No. 4
{
  "formula": "C10H20NO",
  "method": "the ωB97M-V functional and the def2-TZVPD basis",
  "charge": 1,
  "energy_ha": -522.6504,
  "smiles": "CC[N+]1(CC)C[C@]1(C)/C=C(/C)O",
  "homo_ev": -12.458,
  "homo_lumo_gap_ev": 10.15,
  "de_lowest_ev": 3.3947,
  "symbols": ["C", "C", "C", "C", "C", "C", "C", "C", "C", "C", "N", "O", "H", "H", "H", "H", "H", "H", "H", "H", "H", "H", "H", "H", "H", "H", "H", "H", "H", "H", "H", "H"],
  "coordinates": [[-1.7944, -0.2576, 0.6223], [-0.4873, 0.4914, 0.7441], [0.8750, 0.1120, 1.5395], [-2.9475, -0.0655, -0.1190], [-0.7017, 1.9718, 0.6816], [-4.1727, -0.9541, -0.0932], [2.3782, -2.0411, -0.1379], [3.0496, 0.8698, -0.7933], [1.0339, -1.3467, -0.4608], [1.5625, 1.0254, -0.7662], [0.7957, 0.0075, 0.0351], [-2.8849, 0.9181, -1.0327], [-1.7960, -1.2104, 1.3297], [1.4626, 0.9831, 1.9052], [1.0016, -0.8308, 2.0610], [-0.4432, 2.3367, -0.2872], [0.0037, 2.6495, 1.2510], [-1.7051, 2.1553, 1.0825], [-4.1387, -1.7232, -0.8509], [-4.9667, -0.2540, -0.1091], [-4.3624, -1.3238, 1.0040], [3.1419, -2.2503, -0.9979], [2.8235, -1.4428, 0.6968], [2.1519, -3.0480, 0.3360], [3.4444, 1.7247, -1.2407], [3.4064, 0.9666, 0.2272], [3.3779, -0.0557, -1.1454], [0.3412, -2.1501, -0.3148], [0.9507, -1.2751, -1.6082], [1.1236, 0.7588, -1.7359], [1.3182, 2.0320, -0.6612], [-3.8418, 1.2263, -1.1617]],
  "nbo_charge": [-0.38, 0.17, -0.22, 0.40, -0.65, -0.68, -0.65, -0.62, -0.26, -0.20, -0.24, -0.66, 0.23, 0.24, 0.24, 0.23, 0.23, 0.26, 0.26, 0.23, 0.25, 0.25, 0.22, 0.24, 0.25, 0.21, 0.23, 0.26, 0.23, 0.21, 0.23, 0.49]
}

No. 5
{
  "formula": "C10H20O",
  "method": "the ωB97M-V functional and the def2-TZVPD basis",
  "energy_ha": -468.0000,
  "homo_ev": -9.168,
  "homo_lumo_gap_ev": 10.03,
  "de_lowest_ev": 6.7886,
  "symbols": ["C", "C", "C", "C", "C", "C", "C", "C", "C", "C", "H", "H", "H", "H", "H", "H", "H", "H", "H", "H", "H", "H", "H", "H", "H", "H", "H", "H", "H", "H", "O"],
  "coordinates": [[-2.7490, -0.7466, -0.8058], [-2.1113, 0.6591, -0.7642], [-2.9294, 1.3585, 0.3525], [-0.5224, 0.4631, -0.2655], [-0.2286, -0.0112, 1.0389], [1.0768, -0.5735, 1.2930], [1.9306, 0.2933, 0.5998], [3.3053, 0.4000, 0.9905], [1.9459, -0.2270, -0.8443], [0.4728, -0.2729, -1.2717], [-2.2758, -1.6130, -1.2598], [-3.6260, -0.9375, -1.4119], [-2.7028, -1.1633, 0.2733], [-2.1593, 1.1474, -1.7508], [-2.4993, 2.2873, 0.5275], [-3.0104, 0.8317, 1.3995], [-3.9552, 1.5361, -0.2173], [0.0177, 1.3809, -0.1856], [-0.3260, 0.7975, 1.8669], [-1.0990, -0.7126, 1.2873], [1.0835, -1.5579, 0.7067], [1.4381, -0.5484, 2.2123], [1.3185, 1.3448, 0.6312], [3.4361, -0.7274, 0.8036], [4.1699, 0.5643, 0.2239], [3.5384, 0.7435, 1.8980], [2.5756, -1.2772, -0.7105], [2.4982, 0.2240, -1.7386], [0.1723, 0.1116, -2.3213], [1.1830, -2.1220, -1.2532], [0.0316, -1.6527, -1.3044]],
  "nbo_charge": [-0.67, -0.20, -0.61, -0.23, -0.41, -0.44, -0.21, -0.60, -0.43, 0.09, 0.24, 0.22, 0.20, 0.22, 0.20, 0.22, 0.22, 0.20, 0.20, 0.21, 0.21, 0.22, 0.19, 0.20, 0.22, 0.21, 0.19, 0.24, 0.18, 0.45, -0.74]
}

No. 6
{
  "formula": "C10H20O2Si",
  "method": "the ωB97M-V functional and the def2-TZVPD basis",
  "energy_ha": -832.8765,
  "smiles": "C=C/[Si](=C/C)OC(C)C.CC(C)=O",
  "homo_ev": -7.360,
  "homo_lumo_gap_ev": 7.71,
  "de_lowest_ev": 2.7069,
  "symbols": ["C", "C", "C", "C", "C", "C", "C", "C", "C", "C", "O", "O", "Si", "H", "H", "H", "H", "H", "H", "H", "H", "H", "H", "H", "H", "H", "H", "H", "H", "H", "H", "H", "H"],
  "coordinates": [[0.3379, 0.8960, -2.7509], [-0.9712, -3.6819, 0.5044], [-0.1532, -0.3123, -2.4589], [-0.8824, -2.8575, -0.7596], [3.5821, -0.9675, 0.8527], [1.3971, 0.3153, 1.6106], [-2.3161, 3.8619, 0.4138], [-1.8836, 1.4745, -0.2943], [2.0532, -0.9055, 0.9066], [-1.5551, 2.5325, 0.6211], [1.5083, -1.0291, -0.4241], [-0.6529, 2.4547, 1.4158], [0.0700, -1.3963, -1.0351], [0.3269, 1.5164, -3.6173], [1.1904, 1.1372, -2.0503], [-0.2564, -3.4195, 1.3756], [-2.0755, -3.8466, 0.7824], [-0.8974, -0.5685, -3.1449], [-1.6336, -3.2958, -1.4124], [3.9719, -1.1137, 1.8260], [3.8365, -1.8836, 0.2804], [4.0285, -0.0762, 0.4462], [0.3244, 0.3712, 1.5222], [1.7139, 1.2960, 1.1254], [1.6115, 0.3878, 2.6426], [-2.4063, 4.2248, -0.5920], [-3.3821, 3.4586, 0.7157], [-1.9848, 4.6335, 1.1281], [-1.9626, 0.4735, 0.1384], [-1.0266, 1.1443, -0.9643], [-2.8057, 1.6245, -0.8223], [1.6219, -1.6494, 1.5870], [-0.7291, -4.7991, 0.4313]],
  "nbo_charge": [-0.33, -0.64, -0.73, -0.96, -0.62, -0.63, -0.71, -0.78, 0.12, 0.59, -0.92, -0.56, 1.78, 0.21, 0.19, 0.20, 0.21, 0.22, 0.24, 0.22, 0.22, 0.21, 0.23, 0.21, 0.22, 0.23, 0.22, 0.24, 0.25, 0.29, 0.22, 0.17, 0.20]
}

No. 7
{
  "formula": "C10H20OS4",
  "method": "the ωB97M-V functional and the def2-TZVPD basis",
  "energy_ha": -2060.8092,
  "homo_ev": -8.168,
  "homo_lumo_gap_ev": 8.75,
  "de_lowest_ev": 5.5102,
  "symbols": ["C", "C", "C", "C", "C", "C", "C", "C", "C", "C", "H", "H", "H", "H", "H", "H", "H", "H", "H", "H", "H", "H", "H", "H", "H", "H", "H", "H", "H", "H", "O", "S", "S", "S", "S"],
  "coordinates": [[-1.0098, 2.0900, 0.3316], [-0.1345, 2.7420, 1.4818], [2.6380, 1.6806, 1.7516], [2.5162, 0.0541, 1.5078], [1.7875, -1.7992, -0.2930], [1.1490, -1.7019, -1.7626], [0.2744, -3.0139, -1.9892], [-2.0204, -0.9683, -1.5728], [-3.2273, -0.8254, -0.5503], [-2.3962, 1.5800, 0.6747], [0.9093, 1.2223, -0.2484], [-1.0876, 2.7915, -0.6147], [-0.2558, 3.8167, 1.7788], [-0.3280, 2.3025, 2.4206], [2.6318, 1.9588, 2.8946], [3.7104, 1.8567, 1.5216], [3.2408, -0.5389, 2.1463], [1.4203, -0.1913, 1.5219], [2.3539, -2.8118, -0.0775], [1.0344, -1.9399, 0.5769], [0.6991, -0.7136, -1.6636], [2.0363, -1.5662, -2.4607], [0.5771, -4.0340, -1.1338], [0.0232, -3.5181, -3.1038], [-1.2818, -0.1611, -1.1958], [-2.3192, -0.9106, -2.6788], [-4.2008, -1.3517, -0.9266], [-2.7948, -1.1836, 0.4380], [-2.9460, 2.3422, 1.3034], [-2.3965, 0.7496, 1.4857], [-0.2042, 1.0505, -0.2692], [1.5515, 3.0206, 0.7272], [2.9239, -0.3307, -0.1837], [-1.3682, -2.6898, -1.1919], [-3.5061, 0.9920, -0.6462]],
  "nbo_charge": [0.06, -0.55, -0.49, -0.58, -0.53, -0.47, -0.54, -0.57, -0.55, -0.58, 0.51, 0.19, 0.24, 0.23, 0.23, 0.22, 0.24, 0.24, 0.22, 0.24, 0.25, 0.22, 0.23, 0.25, 0.28, 0.22, 0.24, 0.24, 0.24, 0.23, -0.86, 0.19, 0.20, 0.10, 0.21]
}

No. 8
{
  "formula": "C10H20P2",
  "method": "the ωB97M-V functional and the def2-TZVPD basis",
  "energy_ha": -1075.5195,
  "homo_ev": [-7.859, -7.689],
  "homo_lumo_gap_ev": [6.66, 6.51],
  "de_lowest_ev": 3.3812,
  "symbols": ["C", "C", "C", "C", "C", "C", "C", "C", "C", "C", "P", "P", "H", "H", "H", "H", "H", "H", "H", "H", "H", "H", "H", "H", "H", "H", "H", "H", "H", "H", "H", "H"],
  "coordinates": [[-1.2392, 0.0569, 1.4597], [-0.1228, -0.9872, -0.8677], [-1.9494, 2.1444, 2.8084], [-0.6351, 2.3717, 0.6675], [0.3575, 1.3551, 2.7531], [1.6702, -0.2578, -2.4505], [0.0453, -2.3463, -3.0462], [1.7976, -2.5624, -1.5651], [-0.8848, 1.4604, 1.9343], [0.7345, -1.4430, -1.9845], [0.2350, -0.8677, 0.8146], [-1.4750, -1.0738, 2.9429], [-2.2256, -0.0415, 0.8734], [-1.0561, -0.6042, -1.4307], [-2.3772, 1.4930, 3.5677], [-2.7588, 2.5802, 2.1230], [-1.5642, 2.8673, 3.4533], [0.0882, 1.8899, -0.1264], [-1.6568, 2.5980, 0.2952], [-0.1663, 3.3341, 0.8606], [1.1626, 0.5666, 2.3537], [0.2155, 1.0661, 3.7364], [0.8252, 2.3937, 2.7962], [2.5732, -0.2196, -1.8704], [1.0929, 0.6229, -2.3769], [1.6935, -0.4843, -3.5402], [0.6871, -2.5444, -3.8117], [-0.4063, -3.1863, -2.5548], [-0.7521, -1.7433, -3.4766], [2.5629, -2.5990, -2.2631], [1.4349, -3.6196, -1.4643], [2.0936, -2.2197, -0.6107]],
  "nbo_charge": [-0.88, -0.54, -0.61, -0.61, -0.62, -0.59, -0.59, -0.60, -0.10, -0.10, 0.63, 0.34, 0.26, 0.22, 0.22, 0.21, 0.22, 0.22, 0.21, 0.21, 0.22, 0.21, 0.22, 0.22, 0.21, 0.21, 0.21, 0.22, 0.19, 0.20, 0.20, 0.20]
}